No. 1
The following is a DFT calculation (wB97M-V/def2-TZVPD) of a cluster of 3 separate species, C32H51IN4O6S in total.

As for the structure (SMILES): CCCCCc1cc(OCCOCC)cc2c1Sc1c(NCC)cc(O)c(I)c1N2CCCO.CNC(C)=O.CNC(C)=O. As for the total energy: -2616.13592 a.u. The strongest force on any atom is 0.0692 Eh/bohr. The HOMO energy comes out at -7.833 eV. The value obtained for the gap between HOMO and LUMO is 8.211 eV.

Element x y z (Å)
C: -2.7214 1.3444 4.6663
C: -3.1918 -0.1600 4.4028
C: -1.9959 -0.8843 3.6465
C: -2.4251 -1.5437 2.2590
C: -1.1114 -1.6651 1.3739
C: -1.2642 -1.1142 -0.0779
C: -1.9999 -1.9042 -1.0605
C: -2.0871 -1.3736 -2.4348
O: -2.7942 -2.1079 -3.4186
C: -4.2082 -1.8466 -3.1925
C: -4.6738 -0.4082 -3.6902
O: -5.0962 0.3290 -2.5318
C: -6.2187 1.1779 -2.8023
C: -5.8000 2.6777 -3.1424
C: -1.4645 -0.1050 -2.8410
C: -0.7466 0.7225 -1.8367
C: -0.6757 0.1702 -0.4899
S: 0.2309 1.0997 0.7745
C: 1.4182 2.0582 -0.2493
C: 2.6588 2.4662 0.4164
N: 3.0173 2.1402 1.7656
C: 2.8378 3.2728 2.7036
C: 1.2814 3.3376 3.0866
C: 3.6102 3.2666 -0.3700
C: 3.2717 3.6105 -1.7551
O: 4.2102 4.4128 -2.4355
C: 2.0254 3.1643 -2.4103
I: 1.6758 3.7576 -4.4346
C: 1.0532 2.3447 -1.6346
N: -0.1633 1.9548 -2.3198
C: -1.0854 3.1444 -2.2822
C: -2.5720 2.8756 -1.8737
C: -2.8227 2.8132 -0.2904
O: -2.0228 3.7454 0.4345
H: -3.4977 1.9235 5.2249
H: -2.5011 1.7837 3.6522
H: -1.7701 1.2730 5.2586
H: -4.1062 -0.1945 3.7499
H: -3.3757 -0.6801 5.3869
H: -1.2199 -0.1020 3.3965
H: -1.5083 -1.6118 4.3448
H: -3.2362 -0.9768 1.7385
H: -2.7515 -2.5909 2.5158
H: -0.2078 -1.2515 1.9063
H: -0.8903 -2.7689 1.2588
H: -2.4483 -2.8838 -0.7616
H: -4.8546 -2.6107 -3.7086
H: -4.4660 -1.9082 -2.1017
H: -5.5176 -0.5897 -4.4189
H: -3.8728 0.1579 -4.2343
H: -6.9118 0.7798 -3.5893
H: -6.8110 1.2405 -1.8486
H: -5.6635 3.2941 -2.2127
H: -6.6968 3.1221 -3.6692
H: -4.9150 2.7304 -3.8239
H: -1.5531 0.2421 -3.8996
H: 2.5611 1.2843 2.0912
H: 3.4434 3.1963 3.6403
H: 3.0541 4.2668 2.2203
H: 1.0013 2.2943 3.4018
H: 0.6849 3.5613 2.1593
H: 1.1061 4.1065 3.8804
H: 4.5499 3.5909 0.1268
H: 3.9445 5.3342 -2.2419
H: -1.0938 3.5860 -3.3239
H: -0.5935 3.9323 -1.6431
H: -3.0623 2.0196 -2.4098
H: -3.1514 3.7912 -2.2027
H: -3.8881 3.1695 -0.1632
H: -2.8011 1.7679 0.1131
H: -1.0788 3.5167 0.3853
C: 6.3404 -0.1940 0.4244
N: 5.2665 -0.7003 1.2543
C: 5.0974 -1.9613 1.7261
C: 6.1353 -2.9892 1.3621
O: 4.1254 -2.2348 2.4229
H: 6.8391 0.6177 0.9576
H: 5.9111 0.1960 -0.5002
H: 7.0682 -0.9641 0.1837
H: 4.5354 -0.0619 1.5350
H: 5.8661 -3.9454 1.8085
H: 6.1754 -3.1110 0.2776
H: 7.1140 -2.6914 1.7436
C: 2.2242 -6.0295 1.3255
N: 2.9767 -5.1914 0.4154
C: 3.3551 -5.4699 -0.8611
C: 2.9573 -6.8088 -1.4297
O: 3.9942 -4.6515 -1.5068
H: 1.3131 -5.5012 1.6127
H: 2.8297 -6.2077 2.2160
H: 1.9583 -6.9831 0.8771
H: 3.2750 -4.2786 0.7338
H: 3.3260 -6.8902 -2.4508
H: 3.3952 -7.6144 -0.8370
H: 1.8697 -6.9029 -1.4448

Atoms 1-3, force components in eV/Å:
C -0.34 -1.24 -0.31
C 0.96 0.36 0.02
C -0.67 0.70 -0.42

Löwdin atomic charge list, values in e, 2 entries:
1. C -0.120
2. C -0.248

No. 2
The following is a DFT calculation (wB97M-V/def2-TZVPD) of the ion C32H52N4O4 with charge +2.

As for the total charge: +2. As for the total energy: -1770.07247 a.u. The strongest force on any atom is 0.0208 Eh/bohr. The HOMO energy comes out at -12.724 eV. The value obtained for the gap between HOMO and LUMO is 9.722 eV.

Element x y z (Å)
C: 0.8590 -6.3782 -2.8439
N: 1.3456 -6.1821 -1.4948
C: 1.2823 -7.1996 -0.6324
O: 0.8960 -8.3180 -0.8875
O: 1.7219 -6.8158 0.6229
C: 1.8351 -7.6863 1.6606
C: 1.9048 -9.0675 1.5208
C: 2.0123 -9.8806 2.6412
C: 2.0916 -9.3225 3.9045
C: 2.0534 -7.9389 4.0341
C: 1.9187 -7.1215 2.9344
H: 1.8764 -6.0496 3.0355
H: 2.1203 -7.5048 5.0186
H: 2.1812 -9.9125 4.7993
N: 2.0254 -11.3508 2.4124
C: 2.1532 -12.1225 3.6623
H: 2.1524 -13.1864 3.4299
H: 3.0876 -11.8807 4.1652
H: 1.3153 -11.9161 4.3252
C: 0.7564 -11.7407 1.7599
H: 0.7477 -12.8139 1.5769
H: -0.0803 -11.4819 2.4068
H: 0.6304 -11.2217 0.8125
C: 3.1692 -11.6978 1.5428
H: 4.0958 -11.3631 2.0066
H: 3.0745 -11.2216 0.5704
H: 3.2121 -12.7761 1.3983
H: 1.8415 -9.4728 0.5262
C: 1.7932 -4.8489 -1.1393
H: 2.5738 -4.9248 -0.3801
H: 2.2275 -4.4017 -2.0366
C: 0.6532 -3.9675 -0.6225
C: 1.1409 -2.5517 -0.3239
C: 0.0084 -1.6438 0.1517
C: 0.5116 -0.2399 0.4841
C: -0.5989 0.6910 0.9774
C: -1.4976 1.2282 -0.1406
C: -0.8706 2.3844 -0.9257
C: -0.8894 3.7208 -0.1805
H: -0.5618 3.5729 0.8495
H: -0.1883 4.4107 -0.6541
C: -2.2787 4.3652 -0.1817
N: -2.3290 5.5534 0.6494
C: -1.9835 6.7721 0.2260
O: -1.9802 7.7784 0.8977
O: -1.6199 6.7471 -1.1098
C: -1.2883 7.8660 -1.8066
C: -1.6447 9.1588 -1.4239
C: -1.2540 10.2383 -2.1967
C: -0.5401 10.0387 -3.3703
C: -0.2173 8.7485 -3.7606
C: -0.5775 7.6646 -2.9882
H: -0.3191 6.6599 -3.2795
H: 0.3321 8.5963 -4.6756
H: -0.2227 10.8575 -3.9950
N: -1.5792 11.6296 -1.7788
C: -2.3745 12.2824 -2.8394
H: -2.6417 13.2932 -2.5355
H: -1.8139 12.3363 -3.7688
H: -3.2849 11.7118 -3.0165
C: -2.3566 11.6908 -0.5256
H: -3.3132 11.1863 -0.6453
H: -1.8046 11.2315 0.2924
H: -2.5452 12.7330 -0.2728
C: -0.3147 12.3639 -1.5637
H: -0.5252 13.3838 -1.2457
H: 0.2743 12.3976 -2.4766
H: 0.2692 11.8638 -0.7926
H: -2.1956 9.2664 -0.5081
C: -2.6756 5.3695 2.0426
H: -2.5821 6.3236 2.5557
H: -2.0068 4.6438 2.5061
H: -3.7035 5.0132 2.1271
H: -3.0197 3.6678 0.2127
H: -2.5626 4.6289 -1.2024
H: 0.1638 2.1310 -1.1615
H: -1.4013 2.5055 -1.8725
H: -2.4449 1.5549 0.2906
H: -1.7260 0.4178 -0.8336
H: -1.2126 0.1467 1.6982
H: -0.1451 1.5301 1.5074
H: 0.9905 0.1899 -0.3975
H: 1.2737 -0.3209 1.2624
H: -0.7561 -1.5905 -0.6254
H: -0.4544 -2.0785 1.0407
H: 1.5872 -2.1267 -1.2258
H: 1.9189 -2.5910 0.4417
H: 0.2372 -4.4135 0.2830
H: -0.1414 -3.9261 -1.3700
H: 1.6655 -6.2078 -3.5586
H: 0.0416 -5.6886 -3.0556
H: 0.5004 -7.4000 -2.9415

Atoms 1-3, force components in eV/Å:
C -0.09 -0.23 -0.19
N 0.14 0.04 0.11
C -0.04 -0.17 -0.12

natural (NBO) atomic charge list, values in e, 2 entries:
1. C -0.413
2. N -0.422